Entry from the Open Molecules 2025 dataset: a cluster of 2 separate species, C5H6O4 in total at a distorted geometry (ωB97M-V with the def2-TZVPD basis set).

Each line ends with the Mulliken charge.
Geometry (Å):
C1 1.606 0.435 -1.635  -0.240
C2 -1.979 0.438 1.217  0.065
C3 0.866 1.453 -1.257  0.684
C4 -0.088 -0.945 1.984  -0.875
C5 -1.056 -0.773 1.068  0.427
O1 2.274 0.137 -2.884  -0.483
O2 -2.394 0.884 2.252  -0.464
O3 0.177 2.325 -0.870  -0.376
O4 -1.058 -1.278 -0.222  -0.507
H1 1.476 -0.457 -0.976  0.129
H2 -2.202 0.859 0.243  0.328
H3 -0.200 -0.421 2.849  0.350
H4 2.252 0.950 -3.436  0.297
H5 0.537 -1.783 1.909  0.319
H6 -0.212 -1.825 -0.240  0.344

Values from the calculation:
Multiplicity   1
DFT total energy   -494.95545 Eh
Gap between HOMO and LUMO   8.73 eV